ORCA calculation (the ωB97M-V functional and the def2-TZVPD basis) on a cluster of 2 separate species, C7H17NS in total at a distorted geometry.

The value obtained for the HOMO energy is -8.305 eV. As for the SMILES: CCCCCSN.C=C. Its spin multiplicity is 1. The value obtained for the total energy is -19857.3981 eV. The lowest unoccupied orbital energy comes out at 0.84 eV.

Last column: natural (NBO) charge in e.
Cartesian coordinates (Å):
1 C -4.825 -0.138 0.463  -0.38
2 C -5.046 -1.415 0.568  -0.37
3 C 4.203 1.141 0.231  -0.62
4 C 2.794 0.690 -0.328  -0.41
5 C 2.298 -0.706 0.265  -0.40
6 C 0.882 -1.096 0.070  -0.40
7 C -0.295 -0.130 0.592  -0.52
8 N -1.068 1.019 -1.726  -1.02
9 S -0.501 1.505 -0.215  0.36
10 H -4.961 0.750 1.026  0.20
11 H -5.230 -1.890 1.458  0.19
12 H -5.002 -1.973 -0.329  0.19
13 H -0.509 1.220 -2.495  0.38
14 H 4.632 0.320 0.868  0.21
15 H 4.053 1.988 1.007  0.20
16 H 4.806 1.569 -0.564  0.21
17 H 2.037 1.477 -0.156  0.22
18 H 2.998 0.557 -1.364  0.19
19 H 2.997 -1.466 -0.140  0.20
20 H 2.558 -0.726 1.357  0.19
21 H 0.602 -1.868 0.678  0.20
22 H 0.657 -1.260 -0.949  0.20
23 H -1.206 -0.627 0.437  0.21
24 H -0.145 -0.074 1.612  0.21
25 H -2.093 0.968 -1.785  0.39
26 H -4.636 0.165 -0.580  0.17

ORCA calculation (the ωB97M-V functional and the def2-TZVPD basis) on a cluster of 2 separate species, C3H12N in total at a distorted geometry.

The value obtained for the HOMO energy is -14.598 eV. As for the charge: +1. Its spin multiplicity is 1. The value obtained for the total energy is -4787.4368 eV. The lowest unoccupied orbital energy comes out at -4.33 eV.

Last column: natural (NBO) charge in e.
Cartesian coordinates (Å):
1 N -2.439 0.513 0.857  -0.86
2 H -2.704 1.116 0.125  0.45
3 H -2.527 -0.453 0.624  0.46
4 H -2.844 0.825 1.709  0.46
5 H -1.377 0.705 0.722  0.47
6 C 1.510 -0.912 0.683  -0.59
7 C 1.093 0.485 -0.133  -0.35
8 C 0.732 -0.112 -1.559  -0.63
9 H 2.107 -0.658 1.567  0.23
10 H 0.455 -1.258 0.933  0.17
11 H 2.070 -1.525 0.005  0.22
12 H 0.271 1.001 0.424  0.11
13 H 1.810 1.180 -0.147  0.21
14 H 0.723 0.662 -2.429  0.23
15 H -0.335 -0.645 -1.546  0.18
16 H 1.456 -0.924 -1.836  0.23

ORCA calculation (the ωB97M-V functional and the def2-TZVPD basis) on a structure of composition C51H41BrN5O4PmSb2 at a distorted geometry.

The value obtained for the HOMO energy (alpha / beta) is -7.226 / -7.232 eV. Its spin multiplicity is 5. The value obtained for the total energy is -168868.6637 eV. The lowest unoccupied orbital energy (alpha / beta) comes out at -0.50 / -0.48 eV. Its expectation value of S² is 6.00.

Last column: Mulliken charge in e.
Cartesian coordinates (Å):
1 Pm 13.107 15.213 12.354  0.55
2 O 14.537 19.214 10.644  -0.78
3 C 13.905 18.306 11.189  0.31
4 N 13.688 17.034 10.811  0.55
5 C 13.767 16.679 9.434  0.75
6 C 14.362 17.470 8.435  -0.92
7 C 14.403 17.022 7.115  -0.73
8 C 13.806 15.806 6.773  -0.75
9 C 13.128 15.085 7.730  -0.89
10 C 13.098 15.504 9.050  -0.35
11 N 12.544 14.687 10.092  0.56
12 C 11.537 13.850 9.797  -0.22
13 O 10.819 13.776 8.795  -0.75
14 C 11.299 12.777 10.854  0.36
15 C 10.454 11.734 10.574  -0.68
16 C 10.295 10.729 11.521  -0.61
17 C 11.010 10.776 12.700  -1.33
18 C 11.833 11.874 12.913  -0.38
19 N 11.958 12.866 12.024  0.72
20 C 13.206 18.666 12.479  0.62
21 C 13.070 20.000 12.802  -0.93
22 C 12.292 20.368 13.881  -0.66
23 C 11.720 19.358 14.645  -1.07
24 C 11.901 18.044 14.271  -0.32
25 N 12.619 17.697 13.198  0.79
26 H 14.811 18.423 8.697  0.47
27 H 14.857 17.652 6.338  0.37
28 H 13.872 15.468 5.763  0.45
29 H 12.640 14.174 7.438  0.47
30 H 9.938 11.735 9.634  0.64
31 H 9.596 9.917 11.296  0.40
32 H 10.893 10.061 13.505  0.58
33 H 12.431 11.970 13.804  0.82
34 H 13.539 20.720 12.135  0.58
35 H 12.102 21.404 14.109  0.45
36 H 11.162 19.560 15.537  0.50
37 H 11.518 17.233 14.877  0.40
38 Br 9.808 16.411 11.435  0.02
39 C 9.698 15.487 13.066  0.10
40 C 8.467 15.124 13.541  -0.84
41 C 8.434 14.346 14.691  -0.55
42 C 9.630 14.012 15.305  -0.82
43 C 10.826 14.418 14.740  0.52
44 N 10.843 15.153 13.628  0.68
45 C 12.172 13.963 15.284  -0.46
46 O 12.173 13.183 16.233  -0.74
47 O 13.159 14.391 14.613  0.38
48 H 7.568 15.369 12.994  0.49
49 H 7.486 13.987 15.089  0.42
50 H 9.718 13.418 16.205  0.58
51 C 15.367 13.259 12.707  2.06
52 C 16.452 13.097 11.642  0.31
53 C 16.483 14.191 10.575  -1.74
54 Sb 17.048 16.223 11.199  1.08
55 C 19.128 15.881 11.361  -0.17
56 C 19.738 14.646 11.186  0.34
57 C 21.083 14.467 11.495  -0.76
58 C 21.833 15.524 11.999  -0.41
59 C 21.274 16.788 12.099  -0.67
60 C 19.921 16.965 11.771  -0.55
61 C 16.832 16.112 13.308  -0.97
62 C 17.748 15.477 14.143  0.04
63 C 17.543 15.444 15.529  -0.67
64 C 16.414 16.025 16.102  -0.61
65 C 15.510 16.708 15.304  -0.62
66 C 15.736 16.730 13.924  -0.01
67 Sb 15.564 12.496 14.778  0.80
68 C 17.473 11.612 14.465  0.52
69 C 18.482 11.957 15.350  -0.42
70 C 19.755 11.388 15.228  -0.73
71 C 20.013 10.464 14.221  -0.52
72 C 19.029 10.126 13.306  -0.98
73 C 17.756 10.693 13.445  0.02
74 C 14.504 10.665 14.793  0.34
75 C 13.961 10.323 16.033  -0.63
76 C 13.373 9.059 16.235  -0.74
77 C 13.358 8.123 15.201  -0.50
78 C 13.878 8.463 13.956  -0.86
79 C 14.422 9.726 13.777  0.15
80 H 14.439 12.759 12.337  0.66
81 H 15.291 14.354 12.947  -2.85
82 H 16.319 12.114 11.169  0.49
83 H 17.436 13.053 12.120  -0.30
84 H 15.574 14.254 9.965  0.26
85 H 17.270 13.956 9.849  0.80
86 H 19.174 13.769 10.884  0.21
87 H 21.531 13.466 11.418  0.36
88 H 22.883 15.369 12.278  0.36
89 H 21.886 17.622 12.409  0.42
90 H 19.480 17.942 11.855  0.38
91 H 18.627 14.992 13.735  0.24
92 H 18.286 14.945 16.157  0.49
93 H 16.284 15.940 17.179  0.35
94 H 14.632 17.162 15.742  0.48
95 H 15.041 17.286 13.298  0.97
96 H 18.269 12.649 16.162  0.40
97 H 20.537 11.640 15.935  0.44
98 H 20.978 9.987 14.178  0.43
99 H 19.260 9.393 12.538  0.43
100 H 16.983 10.410 12.748  0.19
101 H 13.906 11.039 16.858  0.32
102 H 12.938 8.794 17.187  0.44
103 H 12.949 7.126 15.384  0.38
104 H 13.836 7.772 13.128  0.45
105 H 14.814 9.955 12.798  0.29

ORCA calculation (the ωB97M-V functional and the def2-TZVPD basis) on a cluster of 11 separate species, C4H30NO12 in total at a distorted geometry.

The value obtained for the HOMO energy is -6.627 eV. As for the charge: -1. Its spin multiplicity is 1. The value obtained for the total energy is -30696.4867 eV. The lowest unoccupied orbital energy comes out at 2.83 eV.

Last column: natural (NBO) charge in e.
Cartesian coordinates (Å):
1 C -1.596 -0.338 1.329  -0.22
2 C -0.635 0.237 2.351  -0.45
3 C -0.848 1.703 2.596  -0.06
4 O 0.169 2.298 3.375  -0.75
5 N -1.054 -0.253 -0.036  -0.65
6 C -1.408 -1.287 -0.927  0.07
7 O -2.839 -1.385 -1.229  -0.78
8 H -1.850 -1.360 1.544  0.17
9 H -2.586 0.118 1.453  0.17
10 H -0.666 -0.242 3.341  0.21
11 H 0.374 -0.090 2.070  0.24
12 H -1.092 2.334 1.741  0.17
13 H -1.802 1.862 3.167  0.15
14 H -1.138 0.691 -0.388  0.39
15 H -1.316 -2.304 -0.539  0.15
16 H -0.779 -1.132 -1.812  0.18
17 H -2.999 -1.022 -2.104  0.47
18 H -2.527 -2.673 1.349  0.46
19 H -1.311 -3.556 1.532  0.47
20 O -2.243 -3.476 1.777  -0.93
21 H 3.560 0.457 -0.532  0.47
22 H 2.670 -1.731 -0.297  0.48
23 O 2.919 0.782 0.102  -1.07
24 H -3.067 1.314 -1.841  0.46
25 H -1.769 1.281 -2.640  0.48
26 O -2.654 1.689 -2.623  -0.97
27 H 0.399 3.872 0.189  0.46
28 H 0.160 2.810 -0.888  0.50
29 O -0.186 3.668 -0.543  -0.99
30 H 2.110 0.022 -3.270  0.48
31 H 1.728 -0.796 -2.035  0.48
32 O 2.328 -0.773 -2.782  -0.96
33 H 2.149 1.200 -0.511  0.52
34 H 1.162 2.010 -2.150  0.42
35 O 1.088 1.395 -1.413  -1.20
36 H 1.692 -3.637 0.288  0.50
37 H 0.407 -3.630 -0.463  0.45
38 O 1.091 -4.254 -0.194  -0.97
39 H -0.406 2.056 -3.882  0.47
40 H 0.305 1.058 -2.917  0.49
41 O -0.258 1.111 -3.751  -0.99
42 H 1.796 -1.175 0.761  0.51
43 H 3.100 0.145 2.853  0.47
44 O 2.239 -2.002 0.515  -0.97
45 H 1.019 1.902 3.136  0.49
46 H 2.362 0.689 1.680  0.51
47 O 2.203 0.415 2.618  -1.00

Q: Which value of total energy does entry 1 give?
A: -19857.3981 eV

Q: The highest total energy belongs to which entry?
A: C3H12N